Record 1
This record from the Open Molecules 2025 dataset describes C24H23N3O5 in the gas phase. The level of theory is wB97M-V/def2-TZVPD.

Structure (ORCA input):
```
! wB97M-V def2-TZVPD RIJCOSX def2/J DEFGRID3
* xyz 0 1
C -6.97532 -1.04444 1.88423
O -6.41735 -0.33463 0.80456
C -5.16594 -0.65917 0.38810
C -4.37207 -1.65432 0.94761
C -3.11004 -1.90312 0.42992
C -2.61546 -1.16503 -0.62434
C -3.40270 -0.15585 -1.17806
C -2.91615 0.60589 -2.35546
O -3.51853 0.70297 -3.39759
N -1.65396 1.16546 -2.23703
C -0.93082 1.42830 -1.10719
N -1.52942 1.35041 0.07860
C -0.77966 1.59242 1.13245
C 0.57400 1.91512 1.03660
C 1.09516 2.00889 -0.26306
N 0.33936 1.77320 -1.32072
C 2.52867 2.35574 -0.46969
C 3.36457 1.71170 0.64895
C 3.28195 0.20697 0.53096
C 2.51496 -0.58912 1.35823
C 2.41935 -1.96210 1.18306
C 3.11706 -2.56630 0.14982
O 3.10480 -3.89755 -0.13674
C 2.31561 -4.74593 0.66160
C 3.91335 -1.78481 -0.68890
C 3.99824 -0.41677 -0.50870
O 4.75406 0.40679 -1.29117
C 5.52782 -0.16316 -2.31927
C 2.89002 2.26109 1.99257
C 1.40282 2.11449 2.23905
O 0.92491 2.16838 3.35145
C -4.67470 0.07900 -0.69017
H -7.96590 -0.61868 2.03557
H -7.07210 -2.11117 1.65755
H -6.38466 -0.91774 2.79719
H -4.72280 -2.24448 1.77951
H -2.50902 -2.68773 0.86574
H -1.63368 -1.37036 -1.02411
H -1.22628 1.48541 -3.09955
H -1.26503 1.52490 2.09703
H 2.64293 3.44318 -0.43526
H 2.85078 2.01295 -1.45158
H 4.41102 1.99688 0.49851
H 1.96804 -0.14953 2.17748
H 1.80257 -2.53279 1.85757
H 2.45042 -5.74567 0.25184
H 2.64402 -4.73553 1.70576
H 1.25638 -4.47406 0.61095
H 4.44582 -2.29303 -1.47517
H 6.25575 -0.87863 -1.92495
H 4.90032 -0.65710 -3.06746
H 6.05505 0.66874 -2.78409
H 3.10184 3.33515 2.03020
H 3.42729 1.80117 2.82444
H -5.29712 0.84373 -1.12599
*
```

Its frontier orbital gap is 8.45 eV. Its energy relative to the best compared isomer or geometry (same formula, charge and spin) is 105.1 kJ/mol. As for the SMILES: COc1cccc(C(=O)Nc2ncc3c(n2)C[C@H](c2ccc(OC)cc2OC)CC3=O)c1.

Record 2
This record from the Open Molecules 2025 dataset describes C5H7N in the gas phase. The level of theory is wB97M-V/def2-TZVPD.

Structure (ORCA input):
```
! wB97M-V def2-TZVPD RIJCOSX def2/J DEFGRID3
* xyz 0 1
C 1.16983 -0.07343 -0.67082
C 0.54704 1.09717 -0.50019
C -0.50327 1.00502 0.56373
N -1.64102 0.33645 -0.06375
C -0.68672 -0.45395 0.74294
C 0.55564 -1.15398 0.19248
H 1.85324 -0.29386 -1.48517
H 0.47589 1.86943 -1.24766
H -0.67181 1.77471 1.31710
H -1.42431 0.34111 -1.05279
H -1.18443 -0.91001 1.59066
H 1.17675 -1.50319 1.03318
H 0.33318 -2.03547 -0.41971
*
```

Its frontier orbital gap is 10.18 eV. Its energy relative to the best compared isomer or geometry (same formula, charge and spin) is 196.0 kJ/mol. As for the SMILES: C1=C[C@H]2N[C@H]2C1.

Record 3
This record from the Open Molecules 2025 dataset describes a 2-piece molecular cluster, C10H16O overall at a distorted geometry. The level of theory is wB97M-V/def2-TZVPD.

Structure (ORCA input):
```
! wB97M-V def2-TZVPD RIJCOSX def2/J DEFGRID3
* xyz 0 1
C -0.40050 -1.14690 -2.73870
C -0.46189 -1.20632 -1.28343
C -1.67208 -0.94056 -0.56463
C -1.80573 -1.05087 0.77845
C -0.67833 -1.51153 1.49790
O -0.77065 -1.80090 2.85240
C 0.55899 -1.60675 0.91207
C 0.63980 -1.41044 -0.49283
H -0.37922 -0.10931 -3.13511
H -1.35839 -1.45985 -3.15746
H 0.50099 -1.51318 -3.23233
H -2.63570 -0.76556 -1.05260
H -2.73428 -1.08492 1.33505
H -0.26003 -1.22272 3.39155
H 1.41517 -1.79061 1.53830
H 1.60536 -1.33397 -0.97858
C 0.01716 2.58299 -0.20464
C 1.43521 2.84442 -0.75104
C 2.36506 3.52354 0.21016
H -0.38070 3.49845 0.24890
H 0.06317 1.87642 0.63129
H -0.50386 2.12620 -1.04724
H 1.84004 1.84191 -0.96407
H 1.45279 3.22532 -1.78213
H 2.09732 4.58150 0.42006
H 2.33548 3.33450 1.29634
H 3.40704 3.54760 -0.11621
*
```

Its frontier orbital gap is 9.42 eV. Its energy relative to the best compared isomer or geometry (same formula, charge and spin) is 178.9 kJ/mol. As for the SMILES: Cc1ccc(O)cc1.CCC.

Record 4
This record from the Open Molecules 2025 dataset describes H12O12SV as an isolated structure at a distorted geometry. The level of theory is wB97M-V/def2-TZVPD.

Structure (ORCA input):
```
! wB97M-V def2-TZVPD RIJCOSX def2/J DEFGRID3
* xyz -1 1
O 1.72252 -1.21808 -0.45014
V 0.69695 -0.05399 -0.51004
O -0.46255 -0.45931 0.47726
S 0.61868 2.61946 0.16906
O -0.35384 3.01634 1.16415
O -0.09746 1.89832 -0.89293
O 1.51705 3.72155 -0.30444
O 1.41392 1.60045 0.83915
O -3.01861 -2.52858 2.01207
H -2.43457 -2.41255 2.76152
H -2.43294 -2.57534 1.25640
O 2.03192 0.77362 -2.18424
H 2.98144 0.81801 -2.29676
H 1.69996 1.54801 -2.63853
O 3.42202 -3.62622 -0.62978
H 3.01484 -2.76082 -0.59072
H 3.82503 -3.74090 0.23083
O -0.66296 -0.46951 -2.33364
H -1.57693 -0.52927 -2.61171
H -0.16108 -0.51437 -3.14749
O -3.40853 0.63338 0.58058
H -4.27335 0.30464 0.33514
H -2.81746 0.26929 -0.07845
O -0.63997 1.10313 3.24094
H -0.89675 1.64712 2.49637
H 0.29266 0.93560 3.10543
*
```

Its frontier orbital gap is 7.23 eV. Its energy relative to the best compared isomer or geometry (same formula, charge and spin) is 94.1 kJ/mol.

Record 5
This record from the Open Molecules 2025 dataset describes C51H47AsN2O7P2Ti as an isolated structure. The level of theory is wB97M-V/def2-TZVPD.

Structure (ORCA input):
```
! wB97M-V def2-TZVPD RIJCOSX def2/J DEFGRID3
* xyz 2 1
Ti -0.09232 0.13482 -0.01024
O -3.21848 1.53083 2.76870
C -2.36355 0.87814 2.03164
O -1.39869 1.38247 1.46381
C -2.55964 -0.58234 1.91192
C -3.49111 -1.36181 2.55205
C -3.40456 -2.74692 2.38073
C -2.38974 -3.27682 1.60792
C -1.50863 -2.40143 0.99285
N -1.60141 -1.08905 1.13121
C -0.29769 -2.79264 0.18810
O 0.05528 -3.92798 0.05800
O 0.33187 -1.71401 -0.26983
H -2.98228 2.47121 2.81720
H -4.24662 -0.90636 3.17629
H -4.11712 -3.39624 2.87077
H -2.25487 -4.34051 1.46671
C 3.20828 -0.39378 2.69990
C 3.71260 0.89536 2.81597
C 3.13598 1.94443 2.11351
C 2.02846 1.71354 1.30973
C 1.53138 0.41164 1.16905
C 2.13677 -0.64158 1.85476
C 1.35272 2.75196 0.52395
C 1.81002 4.08586 0.46630
C 1.12370 5.00443 -0.25930
C -0.10593 4.64741 -0.85834
C -0.93529 5.58403 -1.51511
C -2.17897 5.22460 -1.95061
C -2.64932 3.91657 -1.71707
C -1.84378 2.98716 -1.11896
C -0.53603 3.31251 -0.72158
N 0.26458 2.35421 -0.12895
H 3.66674 -1.20793 3.24524
H 4.56781 1.08493 3.45045
H 3.55940 2.93427 2.21733
H 1.79718 -1.66003 1.71591
H 2.71118 4.36663 0.98946
H 1.48101 6.02392 -0.34248
H -0.57903 6.59937 -1.63634
H -2.81767 5.94798 -2.43803
H -3.66021 3.65565 -2.00381
H -2.21116 1.99693 -0.89777
C 4.51296 0.21309 -1.84212
O 3.28621 0.31112 -1.07268
P 1.87779 0.11343 -1.77334
O 1.95395 -1.23842 -2.59574
C 2.46158 -2.47588 -2.03874
O 1.88361 1.08797 -3.02721
C 2.12570 2.49628 -2.90016
H 5.18198 -0.44854 -1.29907
H 4.95714 1.20330 -1.91214
H 4.32957 -0.18025 -2.84082
H 3.11495 -2.90574 -2.79386
H 1.63233 -3.14166 -1.82407
H 3.02426 -2.29218 -1.12405
H 2.31422 2.86436 -3.90424
H 1.26140 3.00981 -2.48252
H 2.99655 2.68904 -2.27373
C -3.36972 0.19563 -2.25197
C -4.29311 -0.33026 -3.34156
As -6.14717 0.20642 -2.94024
C -7.04313 -0.94696 -4.22249
C -8.38657 -1.24567 -4.00765
C -9.08418 -2.02737 -4.91610
C -8.45042 -2.50470 -6.05597
C -7.11743 -2.20086 -6.28320
C -6.41392 -1.42365 -5.36933
C -6.28931 -0.95007 -1.35593
C -6.43911 -0.35969 -0.10287
C -6.56505 -1.14346 1.04000
C -6.53646 -2.52678 0.93761
C -6.37718 -3.12617 -0.30762
C -6.25661 -2.34135 -1.44798
P -1.59696 -0.33286 -2.40846
C -1.23043 0.22697 -4.09411
C -0.82212 1.54766 -4.27062
C -0.66133 2.06602 -5.54582
C -0.88710 1.26038 -6.65281
C -1.28720 -0.05782 -6.48466
C -1.46577 -0.57566 -5.21012
C -1.72374 -2.15066 -2.50323
C -0.72697 -2.87867 -3.15817
C -0.79013 -4.26236 -3.21077
C -1.84551 -4.93646 -2.61053
C -2.83434 -4.22222 -1.95383
C -2.77380 -2.83585 -1.89267
H -3.72017 -0.06385 -1.24548
H -3.37575 1.28479 -2.32072
H -4.25567 -1.41391 -3.42979
H -3.99808 0.10335 -4.29673
H -8.89159 -0.87418 -3.12277
H -10.12596 -2.25882 -4.73770
H -8.99849 -3.10782 -6.76727
H -6.62267 -2.56697 -7.17332
H -5.37399 -1.19607 -5.56219
H -6.50163 0.72038 -0.02513
H -6.73317 -0.67106 2.00061
H -6.67985 -3.14196 1.81772
H -6.38134 -4.20555 -0.39400
H -6.17352 -2.81352 -2.42055
H -0.64167 2.17328 -3.40685
H -0.35522 3.09567 -5.67897
H -0.75119 1.66047 -7.64875
H -1.46962 -0.68406 -7.34762
H -1.79964 -1.59818 -5.08621
H 0.09206 -2.35452 -3.63195
H -0.01627 -4.81792 -3.72401
H -1.89433 -6.01595 -2.65781
H -3.66693 -4.73772 -1.49264
H -3.56916 -2.30195 -1.38397
*
```

Its frontier orbital gap is 5.64 eV. Its energy relative to the best compared isomer or geometry (same formula, charge and spin) is 36.6 kJ/mol.

Record 6
This record from the Open Molecules 2025 dataset describes C37H49GeN3O5PtS3SeSi2 as an isolated structure at a distorted geometry. The level of theory is wB97M-V/def2-TZVPD.

Structure (ORCA input):
```
! wB97M-V def2-TZVPD RIJCOSX def2/J DEFGRID3
* xyz 0 1
Pt 0.38421 -0.39851 -0.83780
C 4.55431 1.01749 -2.59740
Si 3.66411 0.98569 -0.89980
C 2.85431 2.68399 -0.67830
C 4.86841 0.88119 0.60290
N 2.62001 -0.42021 -0.91270
C 3.06281 -1.67901 -0.99700
C 4.42281 -2.04041 -1.02830
C 4.82081 -3.35301 -1.02440
C 3.87271 -4.38021 -1.02250
C 2.53601 -4.08111 -1.03750
C 2.08201 -2.74351 -1.01540
N 0.81141 -2.39041 -0.99150
Si -0.52469 -3.59111 -0.91010
C -0.86719 -5.52581 -1.12930
C -0.60749 -3.42851 -2.91660
C -0.12409 -3.85561 1.03280
H 4.93161 2.01009 -2.81730
H 3.85941 0.74439 -3.38570
H 5.39031 0.32969 -2.64830
H 3.63321 3.44089 -0.63630
H 2.27791 2.73569 0.23800
H 2.18951 2.93429 -1.49630
H 5.68931 1.57939 0.46960
H 5.29571 -0.10411 0.75680
H 4.35351 1.15899 1.51890
H 5.16621 -1.26431 -1.04860
H 5.87291 -3.59411 -1.02620
H 4.19431 -5.41031 -1.01540
H 1.80361 -4.86961 -1.05830
H -0.21389 -5.92501 -1.89520
H -1.88749 -5.69361 -1.45140
H -0.69879 -6.07761 -0.21380
H 0.30211 -3.82571 -3.35480
H -0.67629 -2.37041 -3.15080
H -1.46569 -3.94691 -3.33250
H 0.83651 -4.33841 1.18050
H -0.89529 -4.43641 1.53180
H -0.09179 -2.86491 1.48330
O -1.61969 -0.33851 -2.02850
C -2.81839 -0.21351 -1.73170
C -3.64189 -1.23641 -1.15020
C -5.03079 -1.10241 -1.12290
C -5.82769 -2.18271 -0.78180
C -5.25559 -3.41611 -0.45950
C -3.88389 -3.54561 -0.41960
C -3.05579 -2.46281 -0.71830
O -1.75459 -2.50591 -0.57870
N -7.25269 -2.04761 -0.77580
O -7.71929 -0.93551 -0.94020
O -7.91919 -3.05211 -0.60510
H -3.34629 0.71909 -1.99510
H -5.49529 -0.16411 -1.38420
H -5.90509 -4.24691 -0.23490
H -3.42389 -4.48131 -0.14610
O 0.13131 1.62219 -0.25450
C -0.70729 2.51009 -0.89080
C -0.75519 2.23499 -2.37980
C -1.66389 2.57379 -3.33260
C -1.33199 2.06589 -4.61340
C -0.17309 1.36259 -4.61100
S 0.57841 1.35649 -3.05710
C -2.07859 2.42469 -0.24320
C -2.43319 1.54569 0.73270
C -3.72579 1.78229 1.25110
C -4.32919 2.85009 0.67320
S -3.33599 3.57829 -0.53190
C -0.22819 3.94139 -0.69720
C -0.07459 4.91229 -1.63760
C 0.38641 6.13479 -1.09980
C 0.55361 6.08209 0.24470
S 0.15771 4.53099 0.88020
H -2.53689 3.17109 -3.13140
H -1.95509 2.20169 -5.48010
H 0.31071 0.86559 -5.43010
H -1.78069 0.74829 1.04900
H -4.16429 1.19419 2.03790
H -5.29709 3.26839 0.86840
H -0.28499 4.76009 -2.68160
H 0.58411 7.00289 -1.70380
H 0.88621 6.85839 0.90730
C 2.28421 2.31979 4.08350
Ge 0.49491 1.62789 4.58070
C 0.50851 1.29319 6.54930
C -0.95999 2.85499 4.03990
C 0.09791 -0.05481 3.52730
Se 1.04471 0.08019 1.79790
C 2.39121 -1.24061 2.29480
H 2.40661 3.33189 4.45730
H 2.39781 2.33949 3.00370
H 3.07571 1.70809 4.50780
H 0.68561 2.23689 7.05860
H 1.30861 0.61159 6.82230
H -0.43119 0.88709 6.90880
H -0.82859 3.84689 4.46120
H -1.92559 2.47119 4.36120
H -0.96729 2.94089 2.95650
H -0.97339 -0.10131 3.34170
H 0.39701 -0.97541 4.02010
H 2.98811 -0.84951 3.11600
H 3.01721 -1.42411 1.42750
H 1.90801 -2.16411 2.60230
*
```

Its frontier orbital gap (alpha / beta) is 5.13 / 5.13 eV. Its energy relative to the best compared isomer or geometry (same formula, charge and spin) is 222.0 kJ/mol.

Record 7
This record from the Open Molecules 2025 dataset describes a 2-piece molecular cluster, C6H14NO2P overall at a distorted geometry. The level of theory is wB97M-V/def2-TZVPD.

Structure (ORCA input):
```
! wB97M-V def2-TZVPD RIJCOSX def2/J DEFGRID3
* xyz 0 1
C 0.89323 -2.05274 0.14523
C -0.03149 -3.18222 0.18006
C -0.93169 0.36401 1.38199
C -1.58751 1.98903 -0.44055
C -0.46404 1.38214 0.36180
C 1.23811 0.17052 -0.79716
N 0.67734 -1.13216 -0.78717
O 1.85868 -1.94404 0.92108
O 3.15280 2.06900 -0.56152
P 2.72781 0.62103 0.11356
H -0.99232 -2.83088 0.08769
H 0.26427 -3.72924 -0.67626
H 0.24850 -3.94101 1.01879
H -1.72273 -0.23420 0.92240
H -1.06691 0.67924 2.39088
H -0.05696 -0.24699 1.44845
H -2.44335 1.94154 0.20434
H -1.38483 3.06142 -0.70132
H -1.80854 1.36732 -1.31923
H 0.29654 2.01610 0.64836
H 0.98255 0.72600 -1.69886
H 0.11407 -1.35335 -1.57806
H 2.61224 2.92845 -0.37290
H 3.54247 -0.02088 -0.78046
*
```

Its frontier orbital gap (alpha / beta) is 7.85 / 7.85 eV. Its energy relative to the best compared isomer or geometry (same formula, charge and spin) is 336.1 kJ/mol.

Record 8
This record from the Open Molecules 2025 dataset describes C7H10N2 in the gas phase at a distorted geometry. The level of theory is wB97M-V/def2-TZVPD.

Structure (ORCA input):
```
! wB97M-V def2-TZVPD RIJCOSX def2/J DEFGRID3
* xyz 0 1
H 0.38239 3.20055 1.25275
N 0.80055 2.56751 0.45501
C 0.31099 1.37718 0.41266
C -0.69729 0.90222 1.49138
C -1.04319 -0.34282 1.20711
C -0.16080 -0.96521 0.28576
C -0.59816 -1.66370 -0.99863
C -1.85836 -2.23681 -1.29694
N 0.85935 0.24955 -0.28650
C 1.95712 0.23110 -0.98322
H -1.19595 1.52055 2.16894
H -1.73049 -0.85610 1.86339
H 0.51364 -1.66757 0.57593
H 0.26465 -1.96959 -1.54009
H -1.91245 -3.02279 -1.91740
H -2.56670 -1.53945 -0.73516
H 2.92528 -0.17346 -0.33411
H 1.94096 -0.39308 -1.96041
H 2.29742 1.36973 -1.26216
*
```

Its frontier orbital gap is 9.07 eV. Its energy relative to the best compared isomer or geometry (same formula, charge and spin) is 504.2 kJ/mol. As for the SMILES: [H]/N=C1\C=C[C@@H](C=C)N1C.